143
Properties=species:S:1:pos:R:3:forces:R:3:lowdin_charge:R:1 method="wB97M-V/def2-TZVPD" total_charge=-1 gap_ev=6.686 homo_ev=-4.531
C 4.65642 0.07934 -0.13790 0.0809 0.0166 0.5568 -0.10
C 3.92136 -1.04061 0.60759 -0.1128 0.0225 -0.1288 -0.26
C 3.32619 -2.12511 -0.29016 0.2153 -0.0901 -0.0288 -0.21
C 2.46345 -1.63975 -1.46541 -0.2118 -0.0968 -0.0224 -0.20
C 1.54965 -0.42207 -1.20817 -0.0909 -0.2312 -0.2457 -0.18
C 0.06712 -0.74578 -1.39806 0.5730 0.2848 -0.7060 -0.25
C -0.37844 -0.77705 -2.85815 0.2502 -0.2640 0.2004 -0.19
C -1.87515 -1.09721 -3.00461 -0.1786 0.0426 -0.0810 -0.19
C -2.65391 0.02229 -3.69796 0.2754 0.0699 -0.2730 -0.21
C -2.72502 1.31620 -2.89166 -0.1807 0.0275 0.0643 -0.21
C -3.84765 1.28144 -1.86003 0.0104 0.1796 -0.1507 -0.22
C -3.80483 2.46015 -0.88985 -0.1067 0.0960 -0.1697 -0.22
C -4.62807 2.24156 0.38156 0.0277 -0.0344 -0.0347 -0.21
C -4.39513 0.87150 1.01689 -0.1356 0.0856 0.2506 -0.23
C -2.92464 0.54454 1.23108 0.0892 -0.2204 0.0587 -0.21
C -2.65292 -0.93234 1.54053 0.1354 0.1238 0.0453 -0.21
C -1.29036 -1.38075 1.00939 -0.8274 -0.4009 0.0607 -0.33
C -0.83197 -2.77087 1.48208 -0.0006 0.2420 -0.0642 -0.27
Al -1.00633 -3.13599 3.48094 0.0189 -0.0754 -0.0013 0.27
C -2.72832 -4.05417 4.09376 -0.1761 0.1354 -0.1075 -0.44
C -3.86888 -3.06968 4.45266 0.1266 -0.0984 0.1415 -0.17
C -3.27167 -5.18033 3.20119 -0.1107 -0.0431 0.1551 -0.27
C -3.81039 -4.72168 1.83418 -0.0755 0.0042 -0.0588 -0.28
C -3.33419 -5.59984 0.68375 0.0295 -0.1090 0.0437 -0.12
H 4.17108 0.37040 -1.06900 0.0468 -0.0968 -0.0299 0.06
H 5.69655 -0.20183 -0.31697 -0.0714 0.0352 -0.2936 0.07
H 4.68679 0.96638 0.50096 0.0750 0.0598 -0.0949 0.05
H 3.13225 -0.61496 1.23296 0.0057 -0.0144 -0.0307 0.09
H 4.62096 -1.52282 1.29553 -0.0637 0.0463 0.0811 0.10
H 4.15259 -2.71119 -0.70990 -0.0503 -0.0424 0.0109 0.10
H 2.75360 -2.82170 0.32923 -0.0285 0.1183 0.0241 0.10
H 3.09653 -1.45712 -2.33661 0.0663 0.0969 0.0535 0.10
H 1.82116 -2.47997 -1.75165 0.0682 0.0089 -0.0634 0.10
H 1.81978 0.36592 -1.91934 0.0172 0.1921 0.2061 0.10
H 1.68485 -0.03242 -0.19705 0.0978 0.0105 -0.0682 0.09
H -0.14693 -1.71771 -0.93995 0.4787 0.1737 -0.4064 0.09
H -0.54206 -0.02007 -0.84851 0.2552 0.0612 -0.3611 0.09
H 0.21092 -1.54156 -3.37699 0.0046 0.1063 -0.0841 0.11
H -0.13443 0.18200 -3.33003 -0.0542 -0.0207 -0.0333 0.11
H -2.30188 -1.28990 -2.01328 -0.0292 0.0102 -0.0685 0.10
H -2.00556 -2.01869 -3.57774 -0.0261 -0.0085 0.0288 0.10
H -3.67069 -0.30158 -3.94598 0.0017 -0.0318 0.0549 0.09
H -2.15682 0.22589 -4.65400 -0.0494 -0.0605 -0.0109 0.11
H -2.88702 2.16602 -3.56341 0.0533 0.0120 0.0298 0.11
H -1.77341 1.49910 -2.37930 0.0096 -0.0347 -0.0607 0.10
H -4.80203 1.30805 -2.40162 -0.0231 -0.1921 0.1207 0.12
H -3.80356 0.33416 -1.31605 0.0130 0.0672 -0.0980 0.09
H -2.76216 2.68056 -0.63841 -0.0616 -0.0448 0.0614 0.10
H -4.18629 3.34789 -1.40829 0.1209 0.0260 0.0438 0.11
H -4.37626 3.02518 1.10290 -0.0501 0.0194 -0.0124 0.11
H -5.69213 2.35342 0.14565 0.0150 0.0135 0.0460 0.10
H -4.91949 0.83459 1.97757 -0.0053 -0.0658 -0.0288 0.11
H -4.85346 0.09149 0.40011 0.0134 0.0420 0.0304 0.10
H -2.53460 1.15536 2.05279 0.0925 0.0969 -0.1177 0.12
H -2.35642 0.81039 0.33128 -0.0190 0.0193 0.0949 0.09
H -3.43151 -1.53241 1.05241 0.0134 -0.0902 0.1544 0.11
H -2.70392 -1.10022 2.61911 -0.1606 -0.0919 -0.0360 0.06
H -0.53600 -0.63031 1.27935 -0.0132 0.0475 0.0549 0.11
H -1.36927 -1.35090 -0.09095 -0.6280 -0.0615 1.4474 0.04
H -1.31944 -3.52636 0.85183 -0.0161 -0.0784 0.1068 0.03
H 0.24053 -2.86575 1.26425 0.0587 -0.0597 -0.0433 0.02
H 0.26877 -4.06144 3.93455 0.0003 -0.0740 -0.0211 -0.11
H -0.94388 -1.68355 4.25449 0.0195 0.0243 -0.0027 -0.08
H -2.43237 -4.54408 5.03197 0.1441 0.0748 -0.0022 0.06
H -4.65457 -3.06645 3.69002 0.0487 0.0937 -0.0081 0.06
H -3.50786 -2.04336 4.56421 -0.0480 0.0075 -0.0058 0.03
H -4.34779 -3.33109 5.40586 -0.0964 -0.0387 -0.0830 0.06
H -4.09117 -5.70240 3.72455 0.0573 -0.0853 -0.0361 0.10
H -2.49474 -5.93790 3.04316 0.0496 0.0605 -0.0108 0.09
H -4.90603 -4.73621 1.83753 0.0186 0.0975 0.0394 0.10
H -3.51358 -3.68525 1.65621 0.0231 -0.0594 -0.0119 0.07
H -2.24580 -5.56108 0.59423 -0.0365 0.0072 -0.0240 0.06
H -3.77051 -5.30224 -0.27482 0.0494 0.0129 0.0370 0.04
H -3.60919 -6.64332 0.86882 0.0028 0.0097 -0.0546 0.07
C 1.84195 2.26700 2.51449 0.1124 -0.0833 -0.0622 -0.09
O 1.70688 3.66559 2.38513 -0.1073 0.0980 0.0952 -0.20
C 0.70430 4.03494 1.45765 0.0794 -0.0238 0.0303 -0.21
C 0.28534 5.47025 1.68348 0.0454 -0.0231 -0.0911 -0.19
O -0.57149 5.65188 2.79808 -0.0486 0.0548 0.0115 -0.12
C 0.02968 5.65260 4.08085 -0.0026 -0.0414 0.0483 -0.18
C 0.67876 6.96695 4.44984 0.0587 0.0186 0.0321 -0.21
O 1.93685 7.11426 3.81369 -0.1073 -0.0039 -0.1293 -0.19
C 2.36283 8.45271 3.76678 0.0574 -0.0217 0.0564 -0.12
H 2.17203 1.81234 1.57165 -0.0499 -0.0330 0.0046 0.07
H 2.59927 2.08216 3.27477 0.0000 0.0015 -0.0108 0.09
H 0.90396 1.79828 2.82981 -0.0073 -0.0143 -0.0439 0.09
H -0.16921 3.37931 1.55917 -0.0238 -0.0002 0.0004 0.13
H 1.09146 3.93681 0.43276 -0.0345 -0.0524 -0.0161 0.13
H -0.30399 5.78265 0.81861 0.0106 0.0191 0.0024 0.13
H 1.16682 6.11315 1.75263 0.0173 -0.0469 0.0294 0.12
H 0.74090 4.83157 4.18978 0.0445 0.0355 -0.0330 0.12
H -0.79328 5.48861 4.77952 0.0091 -0.0278 0.0115 0.13
H 0.81488 6.99994 5.54021 -0.0208 0.0507 0.0134 0.13
H 0.01215 7.78965 4.16080 -0.0132 -0.0050 -0.0088 0.13
H 1.64951 9.07913 3.21747 -0.0063 0.0031 0.0123 0.09
H 3.32173 8.47373 3.25150 -0.0015 -0.0015 0.0112 0.09
H 2.49254 8.87199 4.77259 -0.0105 0.0055 0.0022 0.09
C 6.33618 4.39377 3.54596 0.0205 -0.0075 0.0693 -0.11
O 7.44042 3.57379 3.23179 0.0016 0.0407 -0.1638 -0.20
C 7.04746 2.26093 2.87740 -0.0188 -0.0036 0.0623 -0.21
C 8.13066 1.55670 2.09252 -0.0647 -0.0462 0.0624 -0.18
O 8.21175 1.96498 0.73701 0.0307 -0.0335 -0.0711 -0.13
C 8.85773 3.19448 0.46421 -0.0223 0.0523 -0.0116 -0.19
C 10.36722 3.11223 0.48654 0.0434 0.0427 0.0137 -0.21
O 10.85742 3.10466 1.81461 -0.0665 -0.1403 0.0107 -0.19
C 12.16548 2.59558 1.90412 0.0122 0.0765 0.0136 -0.12
H 5.78137 4.00968 4.40961 -0.0101 -0.0086 -0.0044 0.09
H 6.72261 5.38239 3.78692 0.0005 -0.0043 0.0095 0.09
H 5.64598 4.47481 2.69881 -0.0127 -0.0132 0.0108 0.09
H 6.13245 2.29070 2.27249 0.0059 -0.0199 -0.0151 0.12
H 6.83716 1.67997 3.78652 -0.0560 -0.0025 -0.0075 0.13
H 7.85872 0.49959 2.05224 0.0393 -0.0029 -0.0039 0.13
H 9.09650 1.64551 2.59571 -0.0278 0.0859 0.0147 0.12
H 8.50919 3.98689 1.13090 0.0525 -0.0293 0.0489 0.12
H 8.56183 3.44843 -0.55615 -0.0193 0.0215 0.0126 0.13
H 10.77704 3.98018 -0.05002 0.0360 -0.0251 -0.0371 0.13
H 10.68349 2.20223 -0.03924 -0.0143 -0.0088 -0.0038 0.13
H 12.21706 1.56375 1.53665 0.0038 0.0059 -0.0126 0.09
H 12.45172 2.61218 2.95410 0.0025 0.0079 -0.0040 0.09
H 12.87662 3.20575 1.33335 0.0024 -0.0049 -0.0122 0.09
C -6.76290 -4.61834 -8.80773 -0.0344 -0.0735 0.0147 -0.12
O -6.26695 -4.87154 -7.51682 0.0447 0.1574 0.0263 -0.19
C -4.89265 -5.21165 -7.51846 -0.0265 -0.0502 -0.0253 -0.21
C -4.27502 -4.99268 -6.15598 0.0302 -0.0706 0.0113 -0.19
O -3.99732 -3.63512 -5.86690 -0.0074 0.0362 -0.0239 -0.13
C -5.08293 -2.83713 -5.41742 0.0097 0.0797 -0.0445 -0.18
C -5.44065 -3.05331 -3.96672 -0.0803 -0.0404 0.1164 -0.21
O -6.19540 -4.24031 -3.79760 0.1511 -0.0864 -0.0418 -0.20
C -6.14633 -4.71517 -2.46830 -0.0558 0.0210 -0.0087 -0.10
H -6.68388 -5.50284 -9.45233 0.0108 0.0020 -0.0072 0.09
H -7.81292 -4.34942 -8.70775 -0.0003 -0.0096 -0.0021 0.09
H -6.22637 -3.78949 -9.28496 0.0089 -0.0101 -0.0065 0.09
H -4.35372 -4.60436 -8.25704 0.0092 0.0117 0.0114 0.13
H -4.77736 -6.27031 -7.79286 0.0214 0.0081 -0.0508 0.13
H -3.30135 -5.48825 -6.15947 -0.0152 -0.0175 0.0358 0.13
H -4.89219 -5.44981 -5.37932 -0.0504 0.0295 -0.0303 0.12
H -5.95934 -2.96475 -6.05755 -0.0266 -0.0719 0.0621 0.12
H -4.73272 -1.80773 -5.51846 -0.0096 -0.0020 -0.0155 0.12
H -6.03041 -2.19723 -3.60934 0.0616 0.0543 0.0223 0.13
H -4.51871 -3.10530 -3.37392 0.0227 0.0381 -0.0149 0.12
H -5.11756 -4.93568 -2.16274 -0.0223 0.0161 -0.0090 0.07
H -6.73414 -5.63010 -2.42628 -0.0049 0.0049 -0.0017 0.09
H -6.56888 -3.98885 -1.76484 0.0090 0.0158 0.0060 0.09